C28H23BeBrIN3PSe | wB97M-V/def2-TZVPD

```
! RIJCOSX wB97M-V def2-TZVPD def2/J DEFGRID3
* xyz 1 1
Be -0.24613 1.73871 -0.25158
N -2.02555 -0.44876 -0.13792
P -0.56819 -0.20209 0.72859
C -1.08746 -0.14537 2.45182
C -0.13700 -0.34961 3.44858
C -0.48842 -0.18644 4.77818
C -1.78823 0.15932 5.11776
C -2.74071 0.34644 4.12633
C -2.39021 0.20792 2.79340
C 0.46844 -1.64428 0.53307
C 1.75404 -1.50693 0.01915
C 2.55718 -2.62771 -0.12999
C 2.07092 -3.87698 0.22249
C 0.78965 -4.01753 0.74337
C -0.00915 -2.90127 0.91232
C -2.40091 0.48466 -1.06884
C -3.50276 0.31515 -1.91047
C -3.80497 1.31264 -2.80612
C -3.03226 2.47581 -2.87217
C -1.96444 2.58055 -2.02391
N -1.64601 1.59755 -1.13943
H -2.51423 -1.33171 -0.16000
H 0.87812 -0.63326 3.19700
H 0.25225 -0.33486 5.55140
H -2.05856 0.28254 6.15731
H -3.75583 0.60904 4.39163
H -3.13947 0.36420 2.02749
H 2.12505 -0.53084 -0.26940
H 3.55812 -2.52455 -0.52528
H 2.69640 -4.75081 0.09858
H 0.42297 -4.99376 1.02813
H -0.99157 -3.00917 1.35857
H -4.09406 -0.58741 -1.85261
H -4.65204 1.19161 -3.46864
H -3.25596 3.27125 -3.56555
H -1.30638 3.43905 -1.99608
Se 1.08407 3.30276 0.04675
C 0.61958 3.32899 1.90713
C -0.68554 3.26112 2.37744
C -0.91291 3.28547 3.74562
N 0.04506 3.37762 4.65726
C 1.29252 3.46008 4.20257
C 1.63192 3.43860 2.85895
H -1.53044 3.21871 1.69843
H -1.92881 3.23389 4.12172
H 2.07398 3.54339 4.94979
H 2.67010 3.49526 2.56251
Br -0.39838 -2.43123 -5.47685
C 1.40866 -2.01937 -5.13526
C 2.38216 -2.71998 -5.83836
C 3.72169 -2.45887 -5.61740
C 4.10303 -1.49487 -4.69462
C 3.13771 -0.79304 -3.99381
C 1.78762 -1.05383 -4.21435
I 0.40008 0.04500 -3.12998
H 2.08121 -3.46836 -6.55758
H 4.46928 -3.00895 -6.17166
H 5.14941 -1.28387 -4.52352
H 3.42533 -0.03162 -3.28196
*
```

The value obtained for the highest occupied orbital energy is -10.924 eV. The calculation puts the energy above the lowest of the compared OMol25 structures with the same formula, charge and spin at 0.00 kJ/mol. The LUMO energy is -3.475 eV. The value obtained for the orbital gap is 7.45 eV. The value obtained for the energy is -187056.88783 eV.